No. 1
ORCA calculation (ωB97M-V with the def2-TZVPD basis set) on 10 unconnected molecules or ions with the total composition C22H66N11O12.

Geometry as XYZ:
```
111
Properties=species:S:1:pos:R:3:forces:R:3
C -0.86315 -0.02630 -1.34963 1.417 -0.061 1.045
C -1.71303 0.69254 -0.30227 -3.406 0.246 -1.728
O -3.08077 0.84906 -0.65647 1.543 -1.392 -0.213
H 0.11524 -0.11885 -0.87814 0.772 0.365 0.005
H -0.66313 0.44315 -2.31280 -0.628 0.152 0.034
H -1.03562 -1.09854 -1.44266 -0.978 -0.005 -0.414
H -1.34758 1.68014 -0.02088 0.728 0.351 -0.067
H -1.60336 0.07704 0.59060 0.306 -0.392 0.705
C 0.23576 -2.35138 1.69000 -2.248 -0.378 -0.887
C 1.23504 -1.56904 2.34384 3.276 0.353 1.183
C 2.38520 -2.37944 3.02026 0.125 0.557 0.492
O 1.93434 -2.93792 4.28191 -0.378 -0.029 -1.602
C 2.92659 -3.56068 5.06492 0.469 1.450 -0.113
N 1.88596 -0.57427 1.42778 -0.399 -1.467 1.120
H 0.56828 -2.84429 0.77645 0.206 -0.491 0.279
H -0.50578 -1.63460 1.33725 -0.487 -0.170 -0.069
H -0.23469 -2.98956 2.43800 -0.095 -0.441 -0.439
H 0.85045 -1.02413 3.20597 -0.554 0.000 0.050
H 3.17214 -1.64295 3.18281 0.137 0.423 0.725
H 2.95810 -3.08059 2.41340 -0.747 -0.751 -0.402
H 2.93548 -4.64987 5.10619 -0.472 -0.039 -0.132
H 2.79818 -3.08631 6.03784 0.175 -0.597 0.395
H 3.89712 -3.22821 4.69663 0.349 -0.164 0.073
H 1.13544 0.02796 1.12095 -0.309 0.256 -0.439
H 2.30786 -0.03393 2.16948 0.518 0.691 -0.514
C -0.42813 1.46479 3.89055 0.170 -0.094 -0.122
C 0.75498 1.68257 4.85330 -2.736 0.378 -0.921
C 1.92205 2.21818 4.11039 1.632 1.229 0.319
O 2.57404 1.34714 3.19125 -0.338 -0.296 1.504
C 3.51322 2.01482 2.40198 -0.267 0.144 -1.469
N 0.12777 2.60070 5.82242 0.771 -0.134 1.119
H -1.24447 1.04489 4.47822 0.088 -0.765 -0.516
H -0.08868 0.95532 2.98870 -0.466 -0.628 0.132
H -0.89056 2.37052 3.49825 0.438 0.462 0.142
H 1.01628 0.71827 5.28911 -0.073 0.101 0.475
H 2.67227 2.48764 4.85380 0.324 0.303 0.219
H 1.63782 3.14201 3.60655 -0.181 0.137 -0.267
H 2.94013 2.53622 1.63529 0.311 0.638 -0.074
H 4.09427 1.29569 1.82465 0.021 -0.292 0.269
H 4.21863 2.67807 2.90256 -0.219 0.047 0.463
H 0.55232 2.79196 6.71868 0.493 -0.333 -0.158
H -0.28411 3.46733 5.50717 0.160 -0.354 -0.726
C 0.62240 -6.18967 -4.86162 1.422 1.316 0.187
C 1.11269 -4.78405 -4.24757 -0.894 -1.970 -1.238
C 0.09536 -3.66915 -4.50099 0.465 0.177 0.762
O 0.78680 -2.52933 -4.02318 -0.406 1.942 -0.860
C 0.17589 -1.25528 -4.38842 -0.082 -0.447 0.641
N 1.46330 -5.00054 -2.84282 -0.332 0.294 -0.716
H 0.46283 -6.16829 -5.93967 -0.857 0.552 0.035
H -0.21258 -6.57268 -4.27492 -0.093 -0.043 -0.304
H 1.44144 -6.90887 -4.86698 0.136 -0.033 0.838
H 2.00201 -4.41263 -4.75675 0.163 -0.354 -0.123
H -0.82664 -3.72329 -3.92213 -0.299 -0.539 0.091
H -0.18001 -3.58520 -5.55229 0.201 0.038 -0.247
H 0.52405 -0.49465 -3.68962 0.191 -0.255 -0.028
H -0.90799 -1.30298 -4.28341 -0.141 -0.154 0.130
H 0.38211 -0.88333 -5.39202 0.409 -0.547 -0.246
H 0.58585 -5.21682 -2.39182 -0.140 -0.134 0.508
H 1.73213 -4.08599 -2.50900 0.248 0.100 0.456
C -4.59683 -1.90008 -2.69933 -1.240 -0.416 0.432
C -3.69978 -2.70627 -1.77354 -0.258 1.269 0.099
O -3.93334 -2.32307 -0.44287 -0.045 -1.085 1.121
O -4.18638 -0.60902 -2.98010 0.570 -0.017 -1.654
H -5.55538 -1.79994 -2.19017 -0.410 -0.451 0.278
H -4.83164 -2.42811 -3.62354 0.390 -0.005 -0.335
H -2.67917 -2.46786 -2.07291 0.410 -0.375 -0.045
H -3.90679 -3.77643 -1.76920 0.073 -0.029 -0.438
H -3.88248 -1.38414 -0.24943 0.415 0.999 -0.570
H -3.87022 -0.15179 -2.19743 0.582 0.781 1.435
C 2.02510 2.53447 -1.23332 -0.064 0.048 0.331
C 1.82455 2.60643 -2.70880 0.671 -0.464 -1.132
O 2.02530 3.90338 -3.29404 -0.906 0.247 0.058
O 3.40798 2.56080 -0.91856 0.142 1.687 0.549
H 1.52163 1.72619 -0.70296 -0.020 -0.596 -0.548
H 1.48048 3.39490 -0.84452 0.644 0.507 0.470
H 0.83831 2.24821 -3.00394 -0.148 0.349 0.028
H 2.55858 1.96542 -3.19707 -0.027 -0.498 0.056
H 2.78938 4.37236 -2.95077 0.191 -0.502 0.353
H 3.85991 1.73268 -1.09623 -0.690 -0.470 -0.158
C -2.67034 4.05101 -2.97212 -1.526 -1.115 0.183
O -3.07713 3.99870 -1.84890 0.264 1.159 2.438
N -2.39742 5.10640 -3.69626 1.085 4.770 -0.963
N -2.66810 2.99208 -3.73337 0.454 -3.742 -1.843
H -2.39348 5.99442 -3.21511 0.041 -0.129 -0.328
H -2.09122 5.07195 -4.65811 -0.012 0.021 0.517
H -2.38550 3.05708 -4.70085 -0.041 -0.549 0.423
H -2.77504 2.11620 -3.24195 -0.131 -0.299 -0.221
C 3.21648 -0.77672 -1.90342 0.792 -2.509 -2.658
O 3.71017 -0.66846 -3.03652 -0.724 0.693 0.966
N 3.72470 -0.29006 -0.78790 2.288 1.850 2.429
N 2.23207 -1.64174 -1.59249 -1.429 -0.713 -0.526
H 4.72711 -0.19655 -0.70718 -0.045 0.076 -0.505
H 3.30589 -0.62772 0.06690 -0.302 0.255 0.345
H 1.94126 -1.72979 -0.62927 -0.169 0.191 -0.223
H 1.61110 -1.96030 -2.32256 -0.009 0.003 -0.050
C -3.88199 0.06957 3.11921 0.969 4.589 -0.991
O -3.89685 1.20974 2.73965 -0.885 1.875 -0.358
N -4.49160 -0.41418 4.14812 -2.791 -3.069 3.874
N -3.01753 -0.77462 2.66111 2.488 -3.182 -1.782
H -5.14205 -0.00505 4.80359 0.232 0.126 -0.769
H -4.33134 -1.41100 4.12066 -1.057 0.091 1.341
H -2.39801 -0.43919 1.93739 -0.145 -0.510 -0.077
H -3.03627 -1.69353 3.07987 0.953 0.057 -0.954
C -1.33658 4.53089 1.69927 -3.925 -4.685 -4.690
O -2.30176 3.76382 1.68993 0.234 0.890 0.196
N -0.77544 4.90902 2.75522 2.705 2.860 6.043
N -0.66217 4.81599 0.58389 0.639 0.415 -1.524
H -0.07283 5.61873 2.60438 -0.111 0.094 1.033
H -1.41227 4.90396 3.53913 0.489 0.353 0.264
H -0.02497 5.59954 0.59414 -0.190 -0.362 -0.794
H -1.05969 4.34924 -0.21875 0.141 0.569 -0.486
```
Positions in Å, forces in eV/Å.

The calculation puts the LUMO energy at 2.2796 eV. As for the charge: -1. Its energy above the lowest of the compared OMol25 structures with the same formula, charge and spin is 0.0 kcal per mole. The value obtained for the total energy is -2382.9369 Ha. For the gap between HOMO and LUMO, the calculation gives 5.6 eV.

Löwdin atomic charge list, values in e, 99 entries: atom 1 (C): -0.106, atom 2 (C): -0.443, atom 3 (O): -0.332, atom 4 (H): 0.017, atom 5 (H): 0.043, atom 6 (H): 0.058, atom 7 (H): 0.079, atom 8 (H): 0.031, atom 9 (C): -0.058, atom 10 (C): -0.423, atom 11 (C): -0.160, atom 12 (O): -0.186, atom 13 (C): -0.118, atom 14 (N): 0.064, atom 15 (H): 0.087, atom 16 (H): 0.062, atom 17 (H): 0.098, atom 18 (H): 0.124, atom 19 (H): 0.106, atom 20 (H): 0.125, atom 21 (H): 0.082, atom 22 (H): 0.086, atom 23 (H): 0.076, atom 24 (H): 0.069, atom 25 (H): 0.022, atom 26 (C): -0.050, atom 27 (C): -0.401, atom 28 (C): -0.203, atom 29 (O): -0.226, atom 30 (C): -0.104, atom 31 (N): 0.038, atom 32 (H): 0.085, atom 33 (H): 0.065, atom 34 (H): 0.059, atom 35 (H): 0.142, atom 36 (H): 0.120, atom 37 (H): 0.122, atom 38 (H): 0.085, atom 39 (H): 0.081, atom 40 (H): 0.094, atom 41 (H): 0.060, atom 42 (H): 0.062, atom 43 (C): -0.052, atom 44 (C): -0.399, atom 45 (C): -0.203, atom 46 (O): -0.242, atom 47 (C): -0.061, atom 48 (N): 0.050, atom 49 (H): 0.059, atom 50 (H): 0.067, atom 51 (H): 0.058, atom 52 (H): 0.135, atom 53 (H): 0.123, atom 54 (H): 0.124, atom 55 (H): 0.056, atom 56 (H): 0.087, atom 57 (H): 0.088, atom 58 (H): 0.067, atom 59 (H): 0.039, atom 60 (C): -0.293, atom 61 (C): -0.257, atom 62 (O): -0.090, atom 63 (O): -0.076, atom 64 (H): 0.112, atom 65 (H): 0.106, atom 66 (H): 0.088, atom 67 (H): 0.112, atom 68 (H): 0.054, atom 69 (H): 0.023, atom 70 (C): -0.248, atom 71 (C): -0.232, atom 72 (O): -0.075, atom 73 (O): -0.090, atom 74 (H): 0.097, atom 75 (H): 0.108, atom 76 (H): 0.110, atom 77 (H): 0.110, atom 78 (H): 0.074, atom 79 (H): 0.039, atom 80 (C): -0.807, atom 81 (O): 0.076, atom 82 (N): 0.148, atom 83 (N): 0.169, atom 84 (H): 0.108, atom 85 (H): 0.099, atom 86 (H): 0.100, atom 87 (H): 0.105, atom 88 (C): -0.695, atom 89 (O): 0.009, atom 90 (N): 0.133, atom 91 (N): 0.185, atom 92 (H): 0.123, atom 93 (H): 0.052, atom 94 (H): 0.065, atom 95 (H): 0.062, atom 96 (C): -0.822, atom 97 (O): 0.066, atom 98 (N): 0.159, atom 99 (N): 0.177

No. 2
ORCA calculation (ωB97M-V with the def2-TZVPD basis set) on 11 unconnected molecules or ions with the total composition C22H66O11.

Geometry as XYZ:
```
99
Properties=species:S:1:pos:R:3:forces:R:3
C -3.07972 3.85172 3.93609 0.909 1.274 0.078
C -4.60998 3.85994 4.06939 1.957 -1.947 -1.625
O -4.96511 2.76486 3.20380 -0.993 -0.593 1.131
H -2.70419 3.69994 2.92414 -0.522 0.398 -0.255
H -2.54890 3.03475 4.42486 -0.480 0.065 0.672
H -2.65607 4.79226 4.28827 0.258 0.050 0.169
H -5.09760 4.73832 3.64657 0.082 0.360 0.848
H -4.78176 3.55408 5.10140 -0.942 0.503 -0.117
H -4.76313 3.05398 2.31093 -0.344 0.146 -0.334
C 0.33520 0.92727 -4.67320 2.204 0.278 0.628
C -0.41807 2.16068 -4.19591 -0.788 -2.670 -1.242
O -1.80955 1.68486 -4.18344 0.888 1.182 0.187
H 1.37294 1.22369 -4.52050 0.518 -0.102 0.351
H 0.45065 0.61475 -5.71103 -1.286 0.248 -0.177
H 0.21825 0.06638 -4.01495 -0.355 -0.050 -0.097
H -0.19645 2.92955 -4.93606 -0.548 0.496 0.340
H -0.03576 2.36723 -3.19627 -0.364 0.441 0.009
H -2.36188 2.41587 -3.89680 -0.250 0.042 0.033
C -4.16507 -1.27164 -1.57013 -0.089 0.084 -0.029
C -3.75973 -1.18535 -3.03337 -0.138 0.051 -0.547
O -2.36008 -1.36325 -3.15869 0.779 -0.477 0.399
H -5.03517 -0.65416 -1.34707 -0.136 -0.115 -0.123
H -3.36006 -0.89430 -0.93952 0.102 -0.045 -0.055
H -4.38753 -2.29920 -1.28249 0.046 0.041 0.096
H -4.08236 -0.26030 -3.51116 0.174 0.313 0.246
H -4.21462 -1.96222 -3.64791 -0.335 -0.219 0.216
H -1.93697 -0.72370 -3.73623 -0.333 0.316 -0.080
C -3.31754 4.43462 -0.94986 1.584 0.941 -1.512
C -3.42177 4.15181 0.50976 -1.417 -0.257 -0.147
O -4.81230 3.89309 0.78018 0.087 -0.808 0.443
H -3.63477 5.44042 -1.22527 -0.174 0.116 0.196
H -3.76882 3.77280 -1.68906 -0.748 -0.496 0.814
H -2.29028 4.37051 -1.30866 0.465 0.310 0.346
H -3.14202 4.92500 1.22532 0.529 0.452 -0.643
H -2.83853 3.27280 0.78413 -0.339 -0.247 -0.020
H -5.39665 4.53004 0.36253 0.247 0.175 -0.072
C -1.79890 -0.08395 3.41730 -0.399 -1.553 -0.258
C -3.32825 -0.10324 3.66911 1.177 1.646 0.694
O -3.62615 0.78802 4.78965 0.077 -1.411 -0.530
H -1.60921 -0.65050 2.50563 -0.031 0.184 -0.502
H -1.29522 -0.73528 4.13155 0.076 0.453 0.528
H -1.28125 0.87212 3.33937 -0.425 0.112 0.163
H -3.65955 -1.11473 3.90411 0.012 0.131 0.225
H -3.83222 0.20848 2.75426 -0.299 0.206 0.123
H -3.80361 1.66226 4.43493 -0.329 -0.247 -0.435
C 4.65822 0.36525 -2.01869 -0.031 -0.617 0.520
C 5.79142 -0.10080 -2.88942 -1.259 -0.700 -0.004
O 6.26687 0.98223 -3.63127 0.816 0.057 -0.431
H 4.99883 1.11512 -1.30470 -0.220 0.275 -0.098
H 4.32377 -0.48555 -1.42507 -0.266 -0.034 0.128
H 3.85053 0.69966 -2.66976 -0.043 0.322 0.298
H 5.34143 -0.82119 -3.57254 0.255 0.072 -0.451
H 6.50521 -0.69863 -2.32267 0.614 0.453 0.080
H 6.61114 1.62477 -3.00658 0.102 0.157 -0.022
C 2.47627 -5.05957 -2.46389 -0.291 0.004 -1.418
C 1.69737 -5.72628 -3.63303 -0.314 0.450 0.561
O 0.51176 -6.25839 -3.15336 -1.124 -1.787 0.887
H 1.84098 -4.25762 -2.08789 0.007 -0.029 0.226
H 3.38530 -4.59833 -2.84991 0.233 -0.058 0.183
H 2.69442 -5.77568 -1.67161 0.000 0.026 -0.117
H 2.19066 -6.57059 -4.11460 0.489 0.258 0.043
H 1.32828 -5.03697 -4.39246 1.083 0.606 -0.347
H -0.10982 -5.56415 -2.92255 0.131 0.405 -0.176
C 0.44978 0.71337 -0.47753 0.055 -0.021 1.055
C 0.49424 -0.65372 0.20699 -0.332 1.283 0.875
O 1.76832 -1.23999 0.10349 0.230 -0.490 -0.507
H 0.54352 0.67558 -1.56284 -0.121 0.076 0.032
H 1.23335 1.31495 -0.01685 0.494 -0.050 -0.411
H -0.42663 1.25950 -0.12862 -0.496 -0.195 -0.547
H -0.35014 -1.28537 -0.06894 0.233 -0.304 -0.376
H 0.41613 -0.46473 1.27764 -0.392 -0.018 0.058
H 2.03905 -1.13482 -0.81153 0.330 -0.230 -0.130
C 3.05179 -1.05584 5.08447 -0.980 0.131 0.454
C 2.36968 -1.50893 3.80493 0.458 -0.428 0.054
O 2.38495 -0.46219 2.87446 0.258 0.985 -0.449
H 2.33576 -0.50502 5.69440 -0.077 0.062 0.105
H 3.86241 -0.34751 4.91340 0.236 -0.446 -0.173
H 3.35805 -1.91768 5.67736 0.269 0.110 -0.037
H 1.33041 -1.80938 3.93814 -0.074 -0.172 0.477
H 2.90223 -2.37118 3.40366 0.076 -0.131 -0.089
H 2.49945 -0.82645 1.99366 -0.057 -0.051 -0.365
C 5.16710 3.21480 2.30745 -0.696 -1.187 0.089
C 5.19807 1.73153 1.80964 1.686 1.070 0.024
O 5.45617 0.73499 2.79876 -0.715 0.779 -0.374
H 6.00216 3.49259 2.95056 0.148 -0.254 -0.198
H 4.25557 3.36872 2.88498 -0.093 0.222 0.002
H 5.14479 3.85023 1.42212 -0.012 0.143 0.071
H 6.07203 1.69294 1.15940 -0.008 -0.232 -0.260
H 4.32671 1.52304 1.18887 -0.238 -0.162 0.204
H 4.59528 0.61073 3.20498 -0.199 -0.453 0.343
C -1.06397 -4.37038 -0.08677 -1.349 -0.444 -1.404
C -1.84938 -4.63227 -1.44914 0.424 -1.264 1.576
O -1.10652 -4.15701 -2.51036 0.303 1.647 -1.021
H -1.54739 -4.91852 0.72190 0.059 0.187 0.152
H -1.09805 -3.29392 0.08099 -0.030 -0.062 0.257
H -0.01812 -4.66854 -0.16023 -0.133 -0.143 -0.201
H -2.84651 -4.19372 -1.48815 -0.081 0.206 0.528
H -2.00118 -5.66725 -1.75552 -0.034 -0.509 1.092
H -1.50200 -3.29213 -2.64149 0.569 0.707 -0.904
```
Positions in Å, forces in eV/Å.

The calculation puts the LUMO energy at 0.0561 eV. As for the SMILES: CCO.CCO.CCO.CCO.CCO.CCO.CCO.CCO.CCO.CCO.CCO. As for the charge: 0. Its energy above the lowest of the compared OMol25 structures with the same formula, charge and spin is 109.1 kcal per mole. The value obtained for the total energy is -1705.2425 Ha. For the gap between HOMO and LUMO, the calculation gives 9.4 eV.

Partial charges, Löwdin, in e: atom 1 (C): -0.090, atom 2 (C): -0.234, atom 3 (O): -0.126, atom 4 (H): 0.045, atom 5 (H): 0.067, atom 6 (H): 0.077, atom 7 (H): 0.113, atom 8 (H): 0.119, atom 9 (H): 0.016, atom 10 (C): -0.104, atom 11 (C): -0.256, atom 12 (O): -0.096, atom 13 (H): 0.066, atom 14 (H): 0.082, atom 15 (H): 0.062, atom 16 (H): 0.114, atom 17 (H): 0.097, atom 18 (H): 0.066, atom 19 (C): -0.070, atom 20 (C): -0.300, atom 21 (O): -0.096, atom 22 (H): 0.072, atom 23 (H): 0.069, atom 24 (H): 0.063, atom 25 (H): 0.106, atom 26 (H): 0.109, atom 27 (H): 0.055, atom 28 (C): -0.090, atom 29 (C): -0.281, atom 30 (O): -0.095, atom 31 (H): 0.081, atom 32 (H): 0.078, atom 33 (H): 0.071, atom 34 (H): 0.114, atom 35 (H): 0.111, atom 36 (H): 0.104, atom 37 (C): -0.085, atom 38 (C): -0.256, atom 39 (O): -0.105, atom 40 (H): 0.047, atom 41 (H): 0.064, atom 42 (H): 0.071, atom 43 (H): 0.107, atom 44 (H): 0.096, atom 45 (H): -0.001, atom 46 (C): -0.091, atom 47 (C): -0.352, atom 48 (O): -0.058, atom 49 (H): 0.063, atom 50 (H): 0.069, atom 51 (H): 0.074, atom 52 (H): 0.112, atom 53 (H): 0.113, atom 54 (H): 0.084, atom 55 (C): -0.069, atom 56 (C): -0.323, atom 57 (O): -0.102, atom 58 (H): 0.051, atom 59 (H): 0.060, atom 60 (H): 0.074, atom 61 (H): 0.108, atom 62 (H): 0.107, atom 63 (H): 0.019, atom 64 (C): -0.054, atom 65 (C): -0.311, atom 66 (O): -0.076, atom 67 (H): 0.057, atom 68 (H): 0.078, atom 69 (H): 0.070, atom 70 (H): 0.091, atom 71 (H): 0.087, atom 72 (H): 0.074, atom 73 (C): -0.068, atom 74 (C): -0.317, atom 75 (O): -0.091, atom 76 (H): 0.072, atom 77 (H): 0.063, atom 78 (H): 0.077, atom 79 (H): 0.104, atom 80 (H): 0.115, atom 81 (H): 0.050, atom 82 (C): -0.079, atom 83 (C): -0.312, atom 84 (O): -0.075, atom 85 (H): 0.069, atom 86 (H): 0.063, atom 87 (H): 0.065, atom 88 (H): 0.097, atom 89 (H): 0.094, atom 90 (H): 0.034, atom 91 (C): -0.027, atom 92 (C): -0.290, atom 93 (O): -0.103, atom 94 (H): 0.068, atom 95 (H): 0.041, atom 96 (H): 0.067, atom 97 (H): 0.099, atom 98 (H): 0.113, atom 99 (H): 0.062